Formula: C4H6O2
Source: the OMol25 dataset
Level of theory: ωB97M-V with the def2-TZVPD basis set

The geometry in XYZ format:
```
12
Properties=species:S:1:pos:R:3:nbo_charge:R:1
C 1.32209 0.92201 0.83284 -0.6029
C -0.07047 0.29832 0.83268 -0.5169
C -0.42025 -0.29791 -0.50788 0.4843
O -0.06971 0.14985 -1.57787 -0.4944
C -1.27559 -1.57101 -0.52684 0.3444
O -1.60696 -2.15960 0.47130 -0.4742
H 2.09073 0.14569 0.76504 0.2099
H 1.44259 1.59004 -0.02365 0.2249
H 1.49638 1.49132 1.74962 0.2153
H -0.83461 1.06056 1.04270 0.2396
H -0.18660 -0.46873 1.60457 0.2389
H -1.53702 -1.90983 -1.54923 0.1312
```

Properties
Energy relative to the best compared isomer or geometry (same formula, charge and spin) = 22.0 kcal per mole
SMILES string = CCC(=O)C=O
E = -8339.5091 eV


Formula: C4H6O2
Source: the OMol25 dataset
Level of theory: ωB97M-V with the def2-TZVPD basis set

The geometry in XYZ format:
```
12
Properties=species:S:1:pos:R:3:nbo_charge:R:1
O -1.12091 1.10100 -1.44514 -0.6404
C -0.87737 1.43878 -0.20433 0.3052
C -0.37849 0.28628 0.63598 -0.4379
C -0.19406 -1.14264 0.07962 -0.0800
O 1.14344 -0.86362 -0.33555 -0.5294
C 1.14413 0.40433 0.32793 -0.0361
H -1.16068 0.13191 -1.60259 0.4576
H 1.37402 1.21981 -0.37456 0.1914
H -0.70939 0.37298 1.67406 0.2345
H -0.23807 -1.93457 0.83834 0.1913
H -0.82589 -1.47256 -0.76187 0.1538
H 1.84326 0.45828 1.16812 0.1901
```

Properties
Energy relative to the best compared isomer or geometry (same formula, charge and spin) = 100.5 kcal per mole
E = -8336.1021 eV


Formula: C4H6O2
Source: the OMol25 dataset
Level of theory: ωB97M-V with the def2-TZVPD basis set

The geometry in XYZ format:
```
12
Properties=species:S:1:pos:R:3:nbo_charge:R:1
O 1.93362 0.57956 -0.22529 -0.4926
C 1.48887 -0.56662 -0.16870 0.3990
C 0.15228 -0.41082 0.54132 -0.0021
C -0.52909 1.02311 0.26334 -0.4263
C -1.71083 0.22875 -0.32222 -0.0519
O -1.07731 -1.02042 -0.05884 -0.5300
H 1.92065 -1.70951 -0.24520 0.1585
H 0.11776 -0.45207 1.53002 0.1911
H -0.16093 1.47293 -0.67995 0.2273
H -0.70904 1.69668 1.17834 0.2157
H -2.61284 0.46021 -0.01266 0.1641
H -1.81345 0.41215 -1.37996 0.1472
```

Properties
Energy relative to the best compared isomer or geometry (same formula, charge and spin) = 97.3 kcal per mole
SMILES string = O=C[C@H]1CCO1
E = -8336.2413 eV


Formula: C4H6O2
Source: the OMol25 dataset
Level of theory: ωB97M-V with the def2-TZVPD basis set

The geometry in XYZ format:
```
12
Properties=species:S:1:pos:R:3:nbo_charge:R:1
O -1.32409 -0.11816 -1.58753 -0.5253
C -1.45149 -0.58843 -0.48200 0.4440
C -0.61075 -0.22401 0.71672 -0.5078
C 0.60786 0.66433 0.43077 -0.5128
C 1.48313 0.15718 -0.70010 0.4332
O 2.58655 -0.30260 -0.52509 -0.5178
H -2.23628 -1.34773 -0.27914 0.1131
H -0.31467 -1.15554 1.21604 0.2341
H -1.28706 0.28072 1.42235 0.2427
H 0.27101 1.67492 0.17062 0.2296
H 1.23039 0.72321 1.32921 0.2331
H 1.04542 0.23609 -1.71184 0.1340
```

Properties
Energy relative to the best compared isomer or geometry (same formula, charge and spin) = 24.6 kcal per mole
SMILES string = O=CCCC=O
E = -8339.3929 eV


Question: Which value of energy relative to the best compared isomer or geometry (same formula, charge and spin) does entry 4 give?
Answer: 24.6 kcal per mole


Question: Which value of energy relative to the best compared isomer or geometry (same formula, charge and spin) does entry 4 give?
Answer: 24.6 kcal per mole


Question: Which of these has the highest E?
Answer: number 2


What did the second record say?
Formula: C4H6O2
Source: the OMol25 dataset
Level of theory: ωB97M-V with the def2-TZVPD basis set

The geometry in XYZ format:
```
12
Properties=species:S:1:pos:R:3:nbo_charge:R:1
O -1.12091 1.10100 -1.44514 -0.6404
C -0.87737 1.43878 -0.20433 0.3052
C -0.37849 0.28628 0.63598 -0.4379
C -0.19406 -1.14264 0.07962 -0.0800
O 1.14344 -0.86362 -0.33555 -0.5294
C 1.14413 0.40433 0.32793 -0.0361
H -1.16068 0.13191 -1.60259 0.4576
H 1.37402 1.21981 -0.37456 0.1914
H -0.70939 0.37298 1.67406 0.2345
H -0.23807 -1.93457 0.83834 0.1913
H -0.82589 -1.47256 -0.76187 0.1538
H 1.84326 0.45828 1.16812 0.1901
```

Properties
Energy relative to the best compared isomer or geometry (same formula, charge and spin) = 100.5 kcal per mole
E = -8336.1021 eV